Record 1
{
  "formula": "C11H10INO13P2S2Sr",
  "method": "ωB97M-V/def2-TZVPD",
  "elements": ["Sr", "O", "P", "O", "O", "O", "P", "O", "O", "O", "H", "H", "O", "S", "O", "O", "C", "C", "C", "C", "C", "C", "S", "O", "O", "O", "H", "H", "H", "H", "I", "C", "C", "C", "C", "N", "C", "H", "H", "H", "H"],
  "positions_angstrom": [[0.543, 0.341, 0.265], [0.472, 4.820, 1.844], [0.211, 3.514, 0.940], [0.552, 2.282, 1.783], [0.849, 3.662, -0.379], [-1.423, 3.529, 0.842], [-2.258, 2.131, 0.587], [-1.958, 1.345, 2.008], [-3.704, 2.389, 0.467], [-1.527, 1.372, -0.494], [0.252, 4.614, 2.755], [-1.061, 1.596, 2.315], [4.714, 0.165, 1.713], [3.482, -0.388, 1.208], [2.413, -0.537, 2.196], [2.974, 0.290, -0.002], [3.929, -2.040, 0.631], [5.195, -2.460, 1.033], [5.714, -3.682, 0.632], [4.972, -4.505, -0.190], [3.706, -4.114, -0.594], [3.163, -2.896, -0.196], [1.480, -2.619, -0.777], [1.530, -1.605, -1.830], [1.005, -3.919, -1.193], [0.765, -2.114, 0.404], [5.769, -1.791, 1.656], [6.702, -3.981, 0.962], [5.368, -5.461, -0.515], [3.097, -4.756, -1.213], [-3.087, -5.917, -0.082], [-3.290, -3.839, -0.068], [-4.548, -3.264, -0.073], [-4.620, -1.883, -0.070], [-3.444, -1.147, -0.060], [-2.233, -1.705, -0.045], [-2.157, -3.035, -0.052], [-5.441, -3.876, -0.082], [-5.574, -1.372, -0.075], [-3.482, -0.066, -0.077], [-1.162, -3.463, -0.047]],
  "forces_ev_per_a": [[-0.1, -0.3, -0.3], [0.0, 0.2, -0.1], [-0.1, -0.5, 0.0], [-0.2, 0.5, -0.1], [0.0, 0.0, 0.1], [-0.1, -0.2, 0.0], [0.4, 0.0, 0.5], [-0.2, 0.2, -0.4], [0.0, 0.1, 0.0], [-0.1, 0.2, 0.1], [0.0, 0.0, 0.2], [-0.1, 0.1, -0.1], [0.2, 0.0, 0.1], [-0.7, 0.3, -0.3], [0.3, 0.0, -0.3], [0.5, -0.3, 0.3], [0.0, -0.4, -0.2], [-0.1, 0.0, -0.1], [0.1, 0.0, 0.1], [0.0, -0.2, -0.1], [0.0, 0.2, 0.1], [0.3, 0.1, 0.2], [-0.2, 0.7, 0.0], [0.0, -0.3, 0.3], [0.0, -0.2, -0.2], [0.1, -0.3, 0.0], [0.0, 0.0, 0.0], [0.0, 0.0, 0.0], [0.0, 0.0, 0.0], [0.0, 0.0, 0.0], [0.0, -0.1, 0.0], [0.0, 0.1, 0.0], [0.0, 0.0, 0.0], [-0.1, 0.0, 0.0], [0.1, 0.1, 0.0], [-0.2, -0.1, 0.0], [0.0, 0.0, 0.0], [0.0, 0.0, 0.0], [0.0, 0.0, 0.0], [0.0, 0.0, 0.0], [0.0, 0.0, 0.0]],
  "mulliken_charge": [1.94, -0.56, 0.95, -0.92, -0.68, -0.38, 0.84, -0.53, -0.78, -0.65, 0.30, 0.43, -0.79, 1.56, -0.66, -0.79, -0.03, -0.59, -0.52, -0.50, -0.60, -0.01, 1.59, -0.73, -0.77, -0.73, 0.49, 0.35, 0.35, 0.48, 0.02, -0.41, -0.12, -0.87, -0.20, 0.14, 0.07, 0.37, 0.40, 0.35, 0.16],
  "relative_energy_kcal_mol": 7.43,
  "energy_ha": -3266.1588,
  "orbital_gap_ev": 7.931,
  "e_homo_ev": -4.4,
  "charge": -2
}


Record 2
{
  "formula": "C19H35Cl2F12N2O13S",
  "method": "ωB97M-V/def2-TZVPD",
  "elements": ["N", "H", "H", "H", "H", "N", "H", "H", "H", "H", "C", "F", "F", "F", "S", "O", "O", "O", "O", "C", "C", "O", "H", "H", "H", "H", "O", "C", "C", "O", "H", "H", "H", "H", "C", "C", "O", "C", "O", "C", "F", "F", "F", "H", "H", "H", "H", "H", "C", "C", "O", "C", "O", "C", "F", "F", "F", "H", "H", "H", "H", "H", "C", "C", "O", "C", "O", "C", "F", "F", "F", "H", "H", "H", "H", "H", "Cl", "C", "C", "Cl", "H", "H", "H", "H"],
  "positions_angstrom": [[-21.706, 10.352, -2.023], [-20.898, 10.313, -1.418], [-21.480, 10.889, -2.848], [-22.522, 10.780, -1.609], [-21.980, 9.418, -2.294], [-24.526, 9.684, -3.642], [-24.718, 8.968, -4.329], [-23.762, 9.179, -3.216], [-25.208, 9.691, -2.898], [-24.312, 10.617, -3.963], [-22.125, 13.682, -6.056], [-20.877, 13.668, -6.528], [-22.241, 14.635, -5.150], [-22.993, 13.866, -6.986], [-22.496, 11.881, -5.292], [-23.777, 11.963, -4.584], [-22.422, 10.881, -6.369], [-21.498, 11.632, -4.224], [-26.324, 8.694, -1.525], [-26.333, 9.942, -0.855], [-25.023, 10.608, -0.247], [-24.081, 11.225, -1.102], [-26.996, 9.734, -0.016], [-26.943, 10.684, -1.371], [-24.599, 10.065, 0.597], [-25.335, 11.397, 0.438], [-22.445, 7.684, -2.698], [-22.427, 6.782, -3.850], [-23.734, 6.407, -4.734], [-24.670, 7.352, -5.188], [-22.185, 5.808, -3.424], [-21.568, 6.922, -4.506], [-24.313, 5.572, -4.340], [-23.310, 5.894, -5.597], [-26.689, 7.955, 3.038], [-25.416, 7.020, 3.086], [-24.305, 7.944, 2.911], [-23.197, 7.765, 2.129], [-23.037, 6.791, 1.403], [-22.218, 8.954, 2.062], [-21.145, 8.792, 2.854], [-21.868, 9.130, 0.763], [-22.866, 10.108, 2.489], [-27.560, 7.302, 2.982], [-26.812, 8.588, 2.159], [-26.705, 8.599, 3.917], [-25.464, 6.297, 2.271], [-25.255, 6.518, 4.040], [-20.250, 5.833, -0.495], [-19.206, 6.537, -1.228], [-18.411, 7.308, -0.319], [-18.459, 8.729, -0.230], [-19.262, 9.427, -0.914], [-17.548, 9.305, 0.922], [-16.704, 8.365, 1.351], [-16.689, 10.235, 0.471], [-18.293, 9.851, 1.856], [-20.758, 6.494, 0.207], [-19.948, 4.963, 0.088], [-21.003, 5.469, -1.194], [-19.634, 7.220, -1.962], [-18.634, 5.815, -1.812], [-21.377, 12.455, 0.673], [-21.213, 12.863, 2.088], [-19.880, 12.844, 2.442], [-19.097, 13.893, 2.184], [-19.486, 14.974, 1.733], [-17.601, 13.574, 2.359], [-16.973, 14.646, 2.788], [-17.382, 12.549, 3.195], [-17.056, 13.145, 1.184], [-20.848, 13.130, 0.000], [-22.409, 12.195, 0.439], [-20.825, 11.531, 0.506], [-21.669, 12.068, 2.679], [-21.788, 13.765, 2.299], [-16.565, 11.437, -2.415], [-17.865, 11.324, -3.649], [-18.417, 12.733, -3.938], [-19.426, 13.341, -2.530], [-18.586, 10.635, -3.209], [-17.485, 10.855, -4.557], [-19.168, 12.778, -4.726], [-17.512, 13.307, -4.139]],
  "forces_ev_per_a": [[1.6, 0.2, 0.4], [-0.3, -0.1, 0.1], [0.0, 0.1, -0.5], [-2.2, 0.7, 1.3], [-0.3, -2.1, -0.6], [0.0, -0.3, 0.8], [-0.9, -1.2, -1.5], [1.2, -0.3, 0.7], [-1.0, -0.5, 0.6], [0.1, -0.3, 0.0], [0.1, -3.6, 2.6], [0.4, 0.5, -0.5], [0.2, 0.6, 0.3], [-1.0, 0.8, -2.0], [-0.3, -2.5, 1.9], [0.5, 2.1, -2.2], [0.1, 2.4, 0.5], [0.9, 1.6, -2.4], [0.8, 2.0, 0.2], [0.3, -2.5, 0.2], [0.2, 1.4, -1.2], [-0.1, -1.0, 0.5], [-0.3, 0.4, 1.6], [0.2, 1.0, -0.8], [0.6, -1.8, -0.2], [-1.4, 1.1, 0.2], [0.1, -0.4, -2.1], [-1.1, 0.6, 2.1], [-1.1, 1.8, -0.6], [1.4, -0.1, 0.5], [0.1, -1.0, 0.2], [0.2, 0.8, -0.7], [0.0, -0.4, 1.4], [1.0, -0.3, -0.9], [0.6, -1.2, 0.3], [-0.5, 1.7, -1.4], [2.0, 0.8, 0.1], [-2.3, -3.1, -1.7], [0.3, 1.9, 1.9], [-1.7, 1.7, -0.8], [-0.1, -0.1, -0.5], [0.1, -0.2, 2.0], [1.1, -1.3, -0.4], [-0.2, -0.1, 0.5], [0.8, -0.1, -0.3], [-0.2, -0.1, 0.1], [0.3, 0.1, 0.0], [-0.2, 0.1, 0.0], [-1.8, -0.7, 1.0], [-0.4, 1.1, -1.6], [2.0, 3.4, 1.4], [-4.2, -1.1, -3.3], [4.2, -2.5, 3.1], [0.9, -0.3, -2.0], [-0.6, -0.7, 1.1], [-0.7, 0.6, -0.4], [0.0, -0.3, 0.5], [-0.2, 0.1, -0.2], [0.6, -0.1, 0.0], [-0.2, 0.3, -0.1], [-0.4, 0.0, 0.1], [0.9, 0.3, 0.3], [0.8, -0.7, -0.8], [-2.9, -0.9, -0.2], [3.4, 1.1, 1.0], [-2.4, 1.3, -1.7], [1.3, -2.1, 1.3], [-0.2, -1.6, -0.9], [0.6, 0.4, 0.2], [-0.1, 0.4, 0.5], [-0.5, 0.9, 0.5], [-0.7, 0.4, -0.2], [-0.3, 0.5, -0.6], [0.0, -0.3, 0.3], [0.1, 0.2, 0.3], [0.7, 0.4, 0.2], [0.2, 0.0, -0.3], [-1.0, 0.1, 0.2], [-0.4, -0.9, 0.8], [1.1, 0.0, -0.5], [-0.2, 0.3, -0.1], [0.2, 0.2, 0.1], [0.4, -0.4, -0.2], [-0.5, 0.7, 0.2]],
  "mulliken_charge": [1.29, -0.10, 0.43, 0.38, -0.20, 0.48, 0.58, -0.45, 0.09, 0.60, 0.49, -0.24, -0.22, -0.21, 1.15, -0.83, -0.68, -0.90, -0.98, -1.15, 0.45, -0.89, 0.40, 0.26, -0.54, 0.30, -0.59, -0.82, -0.67, -1.03, 0.11, 0.37, 0.25, 0.27, -0.85, -0.31, -0.24, 0.18, -0.55, 1.03, -0.30, 0.16, -0.29, 0.38, 0.14, 0.27, 0.31, 0.28, -0.71, 0.10, -0.28, 0.20, -0.68, 0.80, -0.29, -0.29, -0.15, -0.07, 0.37, 0.16, 0.05, 0.29, -0.25, -0.40, -0.25, 0.36, -0.59, 0.93, -0.26, -0.26, -0.24, 0.32, 0.21, -0.21, 0.26, 0.30, -0.23, -0.02, -0.31, -0.12, -0.18, 0.42, -0.02, 0.43],
  "relative_energy_kcal_mol": 94.38,
  "energy_ha": -4349.2729,
  "orbital_gap_ev": 2.752,
  "e_homo_ev": 2.6,
  "charge": -3
}


Record 3
{
  "formula": "C7H9O2P",
  "method": "ωB97M-V/def2-TZVPD",
  "elements": ["C", "C", "C", "C", "C", "C", "C", "O", "O", "P", "H", "H", "H", "H", "H", "H", "H", "H", "H"],
  "positions_angstrom": [[1.038, -2.688, 1.767], [0.431, -2.051, 0.893], [-1.507, -0.493, 0.060], [-1.623, 0.750, 0.521], [-0.168, -1.171, -0.100], [0.458, -1.414, -1.358], [0.205, 2.560, -0.689], [0.210, 2.111, 2.203], [1.020, 0.313, 0.608], [0.061, 1.535, 0.861], [1.514, -3.102, 2.560], [-2.260, -1.187, -0.142], [-2.525, 1.347, 0.761], [1.494, -1.843, -1.184], [0.566, -0.471, -2.048], [0.081, -2.151, -2.047], [-0.210, 3.513, -0.548], [1.274, 2.607, -0.667], [-0.060, 1.837, -1.451]],
  "forces_ev_per_a": [[-3.2, 3.2, -4.6], [0.5, -1.7, 3.0], [1.3, 0.4, 0.8], [1.1, 0.3, 0.5], [1.8, 1.8, 3.1], [3.3, 1.3, -3.8], [1.2, -2.2, 2.3], [-0.2, 0.9, 0.0], [-1.8, -1.2, -1.4], [-0.9, -1.1, -0.9], [1.1, -1.2, 1.7], [-1.6, -0.8, -0.4], [0.4, -0.9, -0.4], [-1.1, 0.9, -0.1], [-0.3, -1.5, 1.5], [-1.1, -0.5, 0.2], [-0.9, 1.1, -0.5], [0.9, 0.6, -0.5], [-0.5, 0.6, -0.4]],
  "mulliken_charge": [-0.05, -0.78, -0.59, -0.42, 1.10, -1.06, -0.98, -0.72, -0.55, 0.82, 0.51, 0.46, 0.39, 0.37, 0.18, 0.40, 0.36, 0.31, 0.26],
  "relative_energy_kcal_mol": 83.15,
  "energy_ha": -763.8395,
  "orbital_gap_ev": 8.619,
  "e_homo_ev": -9.6
}


Record 4
{
  "formula": "C5H34NO13",
  "method": "ωB97M-V/def2-TZVPD",
  "elements": ["O", "C", "C", "C", "C", "C", "N", "H", "H", "H", "H", "H", "H", "H", "H", "H", "H", "H", "H", "O", "H", "H", "O", "H", "H", "O", "H", "H", "O", "H", "H", "O", "H", "H", "O", "H", "H", "O", "H", "H", "O", "H", "H", "O", "H", "H", "O", "H", "H", "O", "H", "H", "O"],
  "positions_angstrom": [[-2.899, -3.499, 1.291], [-2.130, -2.861, 2.025], [-0.615, -3.038, 2.175], [0.213, -2.126, 1.279], [0.340, -2.529, -0.178], [0.409, -3.678, -0.869], [0.945, -1.345, -1.070], [-2.646, -2.198, 2.764], [-0.242, -4.048, 1.845], [-0.351, -2.856, 3.200], [-0.085, -1.048, 1.282], [1.179, -2.190, 1.741], [0.620, -3.818, -2.003], [-0.109, -4.540, -0.563], [1.894, -1.019, -0.663], [0.341, -0.474, -1.033], [0.935, -1.561, -2.091], [3.591, -0.098, -0.045], [2.610, 1.157, -0.250], [2.950, 0.247, -0.555], [1.720, 1.098, 3.192], [1.803, 0.048, 4.272], [1.462, 0.850, 4.056], [1.082, 4.843, -0.799], [1.860, 4.153, -1.878], [1.447, 3.976, -1.021], [-3.458, -0.296, -2.154], [-2.543, -1.429, -1.370], [-3.101, -0.542, -1.333], [2.041, 3.569, 2.044], [1.762, 3.393, 0.551], [1.987, 2.966, 1.302], [-0.485, 3.089, -1.141], [-2.043, 3.295, -0.526], [-1.185, 3.751, -0.785], [-2.312, 1.826, -4.275], [-2.120, 0.536, -3.330], [-2.037, 1.043, -4.114], [-2.007, 1.206, 2.212], [-0.806, 2.297, 2.310], [-1.102, 1.457, 2.007], [1.280, 0.014, -4.097], [-0.233, 0.211, -4.405], [0.346, -0.386, -3.833], [-3.692, 1.940, 1.236], [-4.043, 0.542, 0.577], [-3.917, 1.065, 1.383], [4.419, -2.166, 1.499], [4.052, -2.830, 0.188], [3.610, -2.127, 0.867], [0.303, 1.824, -0.679], [-0.705, 1.142, 0.371], [-0.335, 1.164, -0.608]],
  "forces_ev_per_a": [[2.4, 1.3, 1.0], [-2.1, -1.8, -0.4], [-0.5, -1.0, -1.7], [-0.7, 1.1, -0.7], [2.2, 0.7, -2.6], [-1.1, 0.8, -1.7], [-0.9, -0.5, 1.4], [0.7, 0.2, -0.3], [-0.9, 0.5, 0.8], [0.1, 0.0, 0.5], [0.0, -0.8, 0.3], [0.9, 0.3, -0.3], [0.0, 1.0, 2.1], [-0.2, -1.1, 1.1], [-1.3, -0.2, -1.1], [0.4, -0.5, 0.4], [0.4, -0.1, 1.0], [3.6, -1.4, 3.3], [1.3, -2.2, -0.1], [-4.4, 3.9, -2.8], [0.5, 0.2, -1.4], [1.7, -3.6, 0.8], [-2.2, 3.5, 0.5], [-0.4, -0.1, 0.1], [0.2, -0.3, 0.1], [0.2, 0.5, -0.9], [-0.7, -0.2, -1.8], [-2.2, 2.8, -0.4], [2.6, -2.7, 2.3], [0.0, 0.2, -0.1], [-1.0, 2.6, -3.7], [1.1, -3.2, 4.3], [-2.9, 1.8, 0.9], [2.1, 0.4, -0.8], [0.0, -1.3, -0.3], [-3.4, 8.2, -0.5], [-0.5, 0.6, 1.3], [4.0, -8.7, -0.8], [-0.4, 0.4, 0.3], [-0.2, 1.0, 0.7], [0.5, -1.7, -1.2], [-2.7, -1.4, 0.9], [0.4, -1.1, 1.2], [2.5, 2.4, -1.9], [0.3, 2.5, -1.1], [0.3, 0.6, 0.0], [-0.5, -3.1, 1.1], [-2.2, 0.5, -1.0], [-2.0, 2.3, 1.9], [4.2, -2.9, -0.9], [1.9, 1.5, 0.4], [1.0, 0.7, -1.8], [-2.4, -2.8, 1.7]],
  "mulliken_charge": [-0.50, -0.05, -0.78, 0.37, 0.50, -1.05, 0.10, 0.36, 0.34, 0.43, -0.16, 0.23, 0.24, 0.37, 0.37, 0.05, 0.37, 0.30, 0.32, -0.69, 0.28, 0.27, -0.57, 0.32, 0.23, -0.63, 0.23, 0.31, -0.58, 0.30, 0.31, -0.54, 0.41, 0.25, -0.66, 0.24, 0.36, -0.59, 0.28, 0.23, -0.49, 0.32, 0.32, -0.68, 0.29, 0.29, -0.66, 0.31, 0.35, -0.66, 0.06, 0.36, -0.40],
  "relative_energy_kcal_mol": 134.43,
  "energy_ha": -1243.4173,
  "orbital_gap_ev": 9.663,
  "e_homo_ev": -12.4,
  "charge": 1
}


Repeat the third record exactly.
{
  "formula": "C7H9O2P",
  "method": "ωB97M-V/def2-TZVPD",
  "elements": ["C", "C", "C", "C", "C", "C", "C", "O", "O", "P", "H", "H", "H", "H", "H", "H", "H", "H", "H"],
  "positions_angstrom": [[1.038, -2.688, 1.767], [0.431, -2.051, 0.893], [-1.507, -0.493, 0.060], [-1.623, 0.750, 0.521], [-0.168, -1.171, -0.100], [0.458, -1.414, -1.358], [0.205, 2.560, -0.689], [0.210, 2.111, 2.203], [1.020, 0.313, 0.608], [0.061, 1.535, 0.861], [1.514, -3.102, 2.560], [-2.260, -1.187, -0.142], [-2.525, 1.347, 0.761], [1.494, -1.843, -1.184], [0.566, -0.471, -2.048], [0.081, -2.151, -2.047], [-0.210, 3.513, -0.548], [1.274, 2.607, -0.667], [-0.060, 1.837, -1.451]],
  "forces_ev_per_a": [[-3.2, 3.2, -4.6], [0.5, -1.7, 3.0], [1.3, 0.4, 0.8], [1.1, 0.3, 0.5], [1.8, 1.8, 3.1], [3.3, 1.3, -3.8], [1.2, -2.2, 2.3], [-0.2, 0.9, 0.0], [-1.8, -1.2, -1.4], [-0.9, -1.1, -0.9], [1.1, -1.2, 1.7], [-1.6, -0.8, -0.4], [0.4, -0.9, -0.4], [-1.1, 0.9, -0.1], [-0.3, -1.5, 1.5], [-1.1, -0.5, 0.2], [-0.9, 1.1, -0.5], [0.9, 0.6, -0.5], [-0.5, 0.6, -0.4]],
  "mulliken_charge": [-0.05, -0.78, -0.59, -0.42, 1.10, -1.06, -0.98, -0.72, -0.55, 0.82, 0.51, 0.46, 0.39, 0.37, 0.18, 0.40, 0.36, 0.31, 0.26],
  "relative_energy_kcal_mol": 83.15,
  "energy_ha": -763.8395,
  "orbital_gap_ev": 8.619,
  "e_homo_ev": -9.6
}


Number 1 is which compound?
C11H10INO13P2S2Sr


What is the formula in the second record?
C19H35Cl2F12N2O13S